# 1
54
Properties=species:S:1:pos:R:3:mulliken_spin:R:1 method="wB97M-V/def2-TZVPD" multiplicity=5 energy_ev=-102614.975 charge=-2
Ru 0.46874 0.19114 0.88473 2.7180
S 0.26646 -3.52483 4.17301 0.0382
C -0.29144 -2.51738 2.96515 0.0154
S -0.57923 -0.86485 3.09156 0.0233
S -0.55426 -3.43805 1.46065 -0.0022
Te -1.24584 -1.93655 -0.26388 0.1250
C -3.28542 -1.76299 0.38588 0.0036
C -4.16477 -1.19878 -0.53772 0.0069
C -5.47333 -0.89627 -0.18784 -0.0043
C -5.92565 -1.16193 1.09754 0.0122
C -5.06035 -1.73069 2.02061 -0.0046
C -3.75151 -2.02439 1.67189 0.0011
H -3.82798 -0.98696 -1.54920 -0.0005
H -6.13835 -0.45461 -0.92164 -0.0009
H -6.94533 -0.92547 1.37860 0.0013
H -5.40385 -1.93609 3.02812 -0.0005
H -3.07826 -2.44710 2.40620 0.0010
C 3.05249 -3.22940 1.73981 0.0034
C 2.66201 -1.84313 1.86647 0.0336
N 2.30680 -0.75308 1.88738 0.0038
H 2.64920 -3.55129 0.77669 0.0041
H 2.59618 -3.80482 2.54522 0.0018
H 4.13702 -3.32467 1.75727 0.0010
I 0.84051 2.84895 2.96096 0.0363
C -1.01896 2.96354 2.03729 0.0013
C -1.71739 4.15888 1.93475 0.0007
C -2.94183 4.12888 1.28845 0.0025
C -3.42364 2.92396 0.78330 0.0012
C -2.64467 1.79377 0.93189 -0.0292
N -1.46248 1.82503 1.54697 0.0368
H -1.30376 5.07141 2.33866 -0.0008
H -3.51611 5.04007 1.17625 0.0000
H -4.37717 2.86362 0.27737 0.0002
H -2.95684 0.82634 0.55542 0.0199
S 0.15409 1.33118 -1.20472 0.0668
C 1.71227 1.18306 -0.52352 -0.1193
O 3.97620 3.73090 -0.77266 -0.0006
C 3.43452 2.65557 -0.85736 -0.0017
O 2.33807 2.35594 -0.03912 -0.0073
C 3.65135 1.51439 -1.71615 -0.0159
C 2.83596 0.38014 -1.16068 -0.0287
C 2.50902 -0.63665 -2.20734 -0.1676
C 3.13186 -0.63645 -3.42867 0.3479
C 4.06076 0.39475 -3.79215 -0.0301
C 4.24255 1.50506 -2.93734 0.0220
N 4.70108 0.36154 -5.01888 0.0398
O 4.50070 -0.60282 -5.79005 0.0482
O 5.54180 1.24907 -5.30493 0.0668
N 1.65066 -1.64247 -1.83875 0.3020
O 1.29571 -2.58051 -2.61395 0.2887
O 1.28506 -1.71757 -0.55282 0.1163
H 3.37630 -0.10435 -0.33130 -0.0259
H 2.92235 -1.43133 -4.12521 0.0505
H 4.78872 2.36826 -3.29222 -0.0012


# 2
56
Properties=species:S:1:pos:R:3:nbo_charge:R:1 method="wB97M-V/def2-TZVPD" energy_ev=-34455.510
O -2.44403 2.74757 2.11433 -0.5774
C -2.40546 1.94961 1.21624 0.4428
C -1.22016 1.58137 0.44544 -0.5731
C -1.62509 0.44466 -0.49467 -0.4515
C -1.11370 0.90478 -1.78884 0.0357
C -1.47810 2.12247 -2.21953 -0.2023
C -0.81169 2.68091 -3.42138 -0.6370
C -0.18385 -0.09133 -2.43306 -0.6404
H -3.56240 1.71858 0.84269 0.0976
H -0.93108 2.67052 0.13703 0.2701
H -0.36533 1.05015 0.92478 0.3287
H -2.68648 0.12096 -0.61505 0.2176
H -1.20404 -0.40006 -0.10880 0.1941
H -2.12976 2.71585 -1.65821 0.2006
H 0.36423 2.35243 -3.54530 0.1948
H -1.34982 2.45736 -4.32275 0.2224
H -0.60777 3.77978 -3.25118 0.2203
H 0.57824 0.28695 -3.14851 0.2315
H 0.32936 -0.71042 -1.59430 0.1837
H -0.74730 -0.92423 -2.91930 0.2112
H 0.50505 -3.78461 -0.85831 0.4298
H 0.93717 -3.37486 -2.02863 0.4573
O 1.07831 -4.10027 -1.34373 -0.8860
H 1.99637 2.16826 3.20965 0.4831
H 3.16302 2.56149 2.30968 0.4686
O 2.86200 1.87107 2.89740 -0.9503
H 0.35261 -0.25381 3.91758 0.4998
H 1.76714 -0.84686 4.11684 0.4671
O 0.92794 -1.00769 4.04399 -0.9669
H 4.89621 -0.83384 -1.71639 0.4811
H 3.38999 -0.52869 -1.46589 0.5022
O 4.21716 -0.11515 -1.74268 -0.9901
H -4.75198 -1.59016 -1.66704 0.4755
H -3.43870 -1.23602 -2.30137 0.4560
O -4.39136 -0.99555 -2.35626 -0.9271
H 1.68914 -1.62276 -0.09017 0.4733
H 3.05354 -2.21848 0.47340 0.5203
O 2.60298 -1.55316 -0.07915 -0.9847
H 1.68641 2.10673 0.17106 0.4935
H 2.03722 0.70871 0.64011 0.5035
O 1.26592 1.27312 0.42488 -0.9719
H 2.26575 -3.87147 2.27360 0.4743
H 1.85224 -2.43824 2.68554 0.4903
O 2.57845 -2.99506 2.51775 -0.9643
H 4.15318 1.86809 -1.52540 0.4919
H 3.01726 2.19287 -2.41600 0.4632
O 3.65772 2.63700 -1.77844 -0.9594
H -4.37135 -1.48736 1.54412 0.4809
H -3.02811 -1.49982 0.61017 0.4817
O -3.83522 -2.03043 0.98525 -0.9628
H -2.27547 -3.56153 0.00535 0.4709
H -1.31051 -4.24305 0.89745 0.4673
O -1.71692 -3.44902 0.74470 -0.9358
H -0.98392 1.33494 5.00633 0.4744
H -1.52423 1.73872 3.59112 0.4950
O -0.73076 1.71897 4.14388 -0.9711


# 3
62
Properties=species:S:1:pos:R:3:nbo_charge:R:1 method="wB97M-V/def2-TZVPD" energy_ev=-29325.818 charge=+1
C 4.87929 -1.37096 -3.90548 -0.2190
C 4.68975 -0.45405 -2.82976 -0.0814
C 4.04791 0.58287 -1.73459 -0.4823
C 4.41893 2.16142 -1.96354 -0.0295
N 3.51551 2.99831 -1.03401 -0.5921
C 2.49759 3.83367 -1.78028 0.6753
N 1.21202 4.22426 -1.46226 -0.2606
O 0.68579 3.79104 -0.28675 -0.3326
C -0.53866 3.00929 -0.52794 -0.1170
C -0.25116 1.58571 -1.35461 -0.2469
C 0.45388 0.57014 -0.25281 -0.6519
C -1.63073 0.91410 -1.93354 -0.2162
C -2.94544 1.33438 -1.00996 -0.6460
C -1.61279 -0.72103 -2.05076 -0.6474
N 3.26932 4.17616 -3.05955 -0.5713
C 4.06534 2.90667 -3.37892 -0.0960
C 3.21773 2.08427 -4.54258 -0.1604
C 2.92634 1.42592 -5.77560 -0.1533
H 5.21898 -2.26610 -4.61087 0.3031
H 2.86692 0.50571 -1.66233 0.2529
H 4.44210 0.24642 -0.66028 0.2681
H 5.54430 2.29066 -1.67155 0.2518
H 3.18160 2.44033 -0.21272 0.4259
H 0.67178 4.83162 -2.13805 0.4350
H -0.99460 2.68708 0.51584 0.2471
H -1.33317 3.64557 -1.13121 0.1992
H 0.42641 1.83287 -2.27818 0.2102
H -0.30213 0.16806 0.56445 0.2537
H 0.95731 -0.30331 -0.88310 0.2285
H 1.35934 1.17698 0.22769 0.1900
H -1.82125 1.35524 -3.01510 0.2112
H -3.18590 2.46752 -1.28395 0.2131
H -2.69341 1.23109 0.13932 0.2117
H -3.81196 0.59787 -1.35316 0.2437
H -2.23371 -0.99186 -3.02945 0.2333
H -0.55192 -1.19332 -2.19985 0.2239
H -2.20782 -1.16836 -1.13957 0.2250
H 2.54833 4.37272 -3.80720 0.4104
H 5.10879 3.35106 -3.69631 0.2766
H 2.57240 1.10721 -6.87035 0.3110
C -2.69636 -0.33500 3.78883 -0.6166
C -2.76039 -1.65526 3.02504 -0.2124
N -1.57713 -2.49859 3.20364 -0.4613
C -1.50309 -3.61043 2.24955 -0.2051
C -2.58876 -4.67797 2.33169 -0.6355
C -1.21784 -2.83534 4.58138 -0.2184
C -2.26668 -3.54844 5.43161 -0.6377
H -1.78790 0.22271 3.53921 0.1995
H -3.55650 0.28939 3.52317 0.2125
H -2.72732 -0.48710 4.87197 0.2115
H -2.85765 -1.40094 1.96209 0.1843
H -3.67870 -2.18354 3.30449 0.1681
H -0.52462 -4.09566 2.32957 0.1947
H -1.52238 -3.18815 1.23594 0.1793
H -2.44576 -5.33453 3.19120 0.2059
H -2.54436 -5.31278 1.43976 0.2134
H -3.59476 -4.25118 2.37262 0.2054
H -0.93749 -1.90874 5.09924 0.1903
H -0.29699 -3.43161 4.58736 0.1994
H -3.25857 -3.09682 5.34199 0.2039
H -1.98117 -3.49064 6.48823 0.2166
H -2.33864 -4.60665 5.18031 0.2056


# 4
39
Properties=species:S:1:pos:R:3:mulliken_spin:R:1 method="wB97M-V/def2-TZVPD" multiplicity=5 energy_ev=-61500.356 charge=+1
C 4.19908 0.27641 0.77893 0.2905
C 2.89631 0.67548 1.03133 0.0767
C 2.03733 -0.37866 0.76508 0.2257
C 2.79282 -1.47882 0.33299 0.1420
C 4.18796 -1.05638 0.34291 0.1083
C 5.32310 -1.79505 0.00289 0.2932
C 5.37208 -3.10566 -0.42593 0.0221
C 4.32814 -4.00110 -0.62321 0.3324
C 2.96003 -3.83617 -0.44585 0.0332
C 2.26513 -2.72183 -0.02114 0.2615
H 5.08454 0.88087 0.90072 0.0111
H 2.59950 1.64918 1.38794 0.0205
H 0.96487 -0.36909 0.88171 0.0623
H 6.26184 -1.27009 0.09247 0.0380
H 6.36089 -3.48940 -0.63621 -0.0003
H 4.62813 -4.98103 -0.96697 0.0290
H 2.35443 -4.70353 -0.66941 -0.0002
H 1.19208 -2.80809 0.05396 0.0512
O -5.83899 2.68060 1.78238 -0.0321
C -4.86124 2.34862 1.30304 0.0384
Fe -3.26416 1.81820 0.46838 1.6821
C -2.44665 3.20888 1.43416 0.0350
O -1.95051 4.06554 1.99603 -0.0340
C -2.87349 0.55478 1.77283 -0.0418
O -2.62581 -0.24187 2.54799 -0.0294
C -1.43910 1.47524 -0.76425 0.1042
C -1.85243 0.12839 -0.82661 0.1025
C -3.16243 -0.33717 -0.89945 0.1250
C -4.33466 0.44738 -0.92040 0.1038
C -4.51776 1.82340 -1.23519 -0.0249
C -3.52278 2.82685 -1.37049 -0.0655
C -2.13684 2.66817 -1.10549 -0.0251
H -0.37279 1.61119 -0.56397 0.0109
H -1.07817 -0.62222 -0.71393 0.0272
H -3.29932 -1.41147 -0.83740 0.0156
H -5.26155 -0.12482 -0.82863 0.0032
H -5.55647 2.16384 -1.31816 0.0063
H -3.87097 3.84098 -1.59885 -0.0032
H -1.54210 3.58846 -1.10419 0.0050